Entry 1:
Here is 2 unconnected molecules or ions with the total composition C8H14NO from the OMol25 dataset. Energies are from ωB97M-V/def2-TZVPD.

Positions of all 24 atoms, in Å:
C -2.87 -0.08 0.30
C -2.41 1.02 0.97
C -1.71 -0.58 -0.31
C -1.64 -1.60 -1.36
C 1.58 -1.14 0.63
C 1.67 1.47 1.18
C 1.84 0.61 -1.19
C 1.44 0.32 0.22
N -0.67 0.18 0.06
O -1.11 1.12 0.94
H -3.92 -0.37 0.24
H -2.89 1.61 1.76
H -2.08 -1.22 -2.26
H -0.63 -1.88 -1.56
H -2.14 -2.48 -1.21
H 0.79 -1.29 1.35
H 1.29 -1.68 -0.23
H 2.63 -1.22 1.06
H 0.95 2.34 0.87
H 1.56 1.08 2.17
H 2.70 1.79 0.98
H 1.97 1.71 -1.26
H 2.68 -0.06 -1.42
H 1.00 0.35 -1.93

- Total charge: +1
- Gap between HOMO and LUMO: 10.14 eV
- Molecular weight: 140.21 g/mol
- ΔE to the lowest compared entry with this formula, charge and spin: 316.9 kJ/mol
- LUMO level: -0.150 Eh



Entry 2:
Here is 3 unconnected molecules or ions with the total composition C2H10O2S2 from the OMol25 dataset. Energies are from ωB97M-V/def2-TZVPD.

Positions of all 16 atoms, in Å:
C -0.95 2.17 -1.38
S -0.52 0.57 -2.15
S -2.07 -0.57 -1.43
C -1.45 -1.43 -0.03
H -1.77 2.68 -1.89
H -1.18 2.02 -0.34
H -0.07 2.81 -1.53
H -2.01 -1.13 0.86
H -1.63 -2.50 -0.16
H -0.42 -1.16 0.17
H 2.46 -1.28 1.70
H 1.47 -1.52 2.79
O 2.40 -1.63 2.59
H 2.12 0.85 0.81
H 1.37 -0.06 -0.14
O 2.25 0.17 0.13

- Total charge: +1
- 2S+1: 2
- Gap between HOMO and LUMO (alpha / beta): 8.87 / 4.82 eV
- Molecular weight: 130.23 g/mol
- ΔE to the lowest compared entry with this formula, charge and spin: 121.8 kJ/mol
- LUMO level (alpha / beta): -0.185 / -0.334 Eh



Entry 3:
Here is a molecular structure, C5H5AuO3 from the OMol25 dataset. Energies are from ωB97M-V/def2-TZVPD.

Positions of all 14 atoms, in Å:
O 1.77 -1.05 0.77
C 1.38 -0.72 -0.42
O 1.61 0.61 -0.80
Au 0.58 -0.68 2.16
H 1.68 -1.43 -1.21
O -2.25 0.68 2.23
C -1.23 0.00 1.59
C -1.18 -0.09 0.28
C -0.38 -0.35 -0.87
C 0.37 0.83 -1.50
H -2.05 0.74 3.17
H -0.79 -1.08 -1.57
H 0.51 0.71 -2.58
H -0.01 1.84 -1.27

- Total charge: +1
- 2S+1: 4
- Gap between HOMO and LUMO (alpha / beta): 7.77 / 6.12 eV
- Molecular weight: 310.06 g/mol
- ΔE to the lowest compared entry with this formula, charge and spin: 0.0 kJ/mol
- LUMO level (alpha / beta): -0.176 / -0.295 Eh



Number 1: largest force on an atom 2.88 eV/Å. Number 2: largest force on an atom 1.32 eV/Å. Number 3: largest force on an atom 4.91 eV/Å.